*A*
# C2H2O3S

C2H2O3S as an isolated structure (wB97M-V/def2-TZVPD, the Open Molecules 2025 dataset).

Computed properties:
**LUMO**: -0.9 eV
**Net charge**: 0
**Kohn-Sham gap**: 8.86 eV

Each line ends with the Mulliken charge.
Atoms and positions in Å:
1 S -1.777 0.120 0.028  0.90
2 O -2.068 0.050 1.393  -0.49
3 O -0.516 2.694 0.808  -0.16
4 O -2.869 0.124 -0.884  -0.50
5 C -0.738 2.276 -0.219  0.11
6 C -0.324 -0.149 -0.642  -0.60
7 H -0.358 0.043 -1.794  0.30
8 H 0.576 -0.121 -0.116  0.43

*B*
# C2H2O3S

A 2-piece molecular cluster, C2H2O3S overall (wB97M-V/def2-TZVPD, the Open Molecules 2025 dataset).

Computed properties:
**LUMO**: 0.5 eV
**SMILES**: O=C=O.O=CS
**Net charge**: 0
**Kohn-Sham gap**: 10.48 eV

Each line ends with the Mulliken charge.
Atoms and positions in Å:
1 S -1.246 0.890 0.762  -0.24
2 O 2.127 1.146 0.668  -0.35
3 O 1.404 -0.708 -0.435  -0.35
4 O -1.159 -1.359 -0.366  -0.42
5 C -1.119 -0.183 -0.666  0.10
6 C 1.777 0.170 0.189  0.73
7 H -0.964 0.218 -1.675  0.34
8 H -0.820 -0.175 1.523  0.18

*C*
# C2H2O3S

A 2-piece molecular cluster, C2H2O3S overall (wB97M-V/def2-TZVPD, the Open Molecules 2025 dataset).

Computed properties:
**LUMO**: -1.5 eV
**Net charge**: 0
**Kohn-Sham gap**: 8.20 eV

Each line ends with the Mulliken charge.
Atoms and positions in Å:
1 S 2.067 -1.127 2.010  0.71
2 O 0.082 0.238 -1.232  -0.07
3 O 2.105 0.227 2.503  -0.35
4 O 0.933 -1.429 1.098  -0.36
5 C -0.738 -0.094 -2.170  -0.15
6 C -1.318 0.527 -0.974  -0.21
7 H -1.458 1.648 -1.022  0.18
8 H -1.674 0.011 -0.214  0.25

Relative energy of each structure, in kJ/mol: *A* 340.8; *B* 0.0; *C* 422.5.

*A*
# C4H8N2O4

A 2-piece molecular cluster, C4H8N2O4 overall (wB97M-V/def2-TZVPD, the Open Molecules 2025 dataset).

Computed properties:
**LUMO**: 0.4 eV
**SMILES**: N#C[C@H](O)[C@H](O)C(=O)O.N
**Net charge**: 0
**Kohn-Sham gap**: 10.85 eV

Each line ends with the Mulliken charge.
Atoms and positions in Å:
1 O -0.795 2.232 0.278  -0.52
2 O 1.815 1.740 -0.340  -0.61
3 O 1.167 -0.174 -1.309  -0.39
4 O -1.359 -1.282 -0.390  -0.53
5 N -3.831 1.058 -0.306  -0.40
6 N 1.880 -1.822 1.234  -0.65
7 C -2.762 0.647 -0.454  -0.07
8 C -1.395 0.074 -0.652  0.27
9 C 1.009 0.848 -0.482  0.45
10 C -0.371 0.908 0.174  0.26
11 H -1.590 -1.468 0.570  0.40
12 H 1.774 0.064 -2.025  0.34
13 H -0.076 2.808 -0.014  0.36
14 H -1.153 0.230 -1.716  0.28
15 H -0.295 0.489 1.187  0.17
16 H 2.829 -2.069 0.965  0.23
17 H 1.874 -1.663 2.239  0.23
18 H 1.279 -2.620 1.041  0.21

*B*
# C4H8N2O4

A 2-piece molecular cluster, C4H8N2O4 overall (wB97M-V/def2-TZVPD, the Open Molecules 2025 dataset).

Computed properties:
**LUMO**: 0.5 eV
**SMILES**: C=CC(=O)O.NOC(N)=O
**Net charge**: 0
**Kohn-Sham gap**: 10.34 eV

Each line ends with the Mulliken charge.
Atoms and positions in Å:
1 O 1.077 -1.373 1.045  -0.46
2 O -0.427 1.226 -0.945  -0.28
3 O 1.989 1.660 -0.813  -0.52
4 O 1.625 0.409 2.303  -0.58
5 N 1.265 -0.324 -1.697  -0.33
6 N -1.270 0.350 -1.767  -0.49
7 C 0.827 -0.146 1.578  0.60
8 C 1.117 0.911 -1.175  0.56
9 C -1.612 -0.566 1.412  -0.90
10 C -0.595 0.340 1.325  0.10
11 H -2.578 -0.291 1.816  0.30
12 H -1.528 -1.542 0.946  0.33
13 H 1.999 -1.554 1.317  0.33
14 H 2.158 -0.774 -1.548  0.24
15 H -0.740 1.317 1.776  0.27
16 H 0.388 -0.797 -1.883  0.32
17 H -1.611 0.940 -2.525  0.23
18 H -2.084 0.213 -1.166  0.26

*C*
# C4H8N2O4

An isolated molecule of C4H8N2O4 (wB97M-V/def2-TZVPD, the Open Molecules 2025 dataset).

Computed properties:
**LUMO**: 0.2 eV
**SMILES**: NC(=O)[C@@H](N)COC(=O)O
**Net charge**: 0
**Kohn-Sham gap**: 10.21 eV

Each line ends with the Mulliken charge.
Atoms and positions in Å:
1 O -0.546 0.551 0.349  -0.50
2 O -1.931 0.934 -1.369  -0.54
3 O -2.227 2.179 0.414  -0.35
4 O -0.818 5.227 1.417  -0.60
5 N 0.330 3.555 0.413  -0.37
6 N -1.360 3.636 3.664  -0.70
7 C -2.263 2.369 1.824  -0.83
8 C -1.582 1.229 -0.255  0.73
9 C -0.465 4.054 1.375  0.37
10 C -1.009 3.040 2.393  0.27
11 H -0.530 3.883 4.192  0.27
12 H 0.253 3.905 -0.533  0.23
13 H -0.427 0.760 1.283  0.39
14 H -1.890 4.493 3.516  0.30
15 H -0.243 2.273 2.575  0.32
16 H -3.132 3.016 1.994  0.40
17 H -2.448 1.421 2.350  0.34
18 H 0.902 2.683 0.553  0.28

Relative energy of each structure, in kJ/mol: *A* 94.4; *B* 263.9; *C* 0.0.

*A*
# C2H3ClN2

An isolated molecule of C2H3ClN2 (wB97M-V/def2-TZVPD, the Open Molecules 2025 dataset).

Computed properties:
**LUMO (alpha / beta)**: 0.2 / 0.2 eV
**Net charge**: 0
**Kohn-Sham gap (alpha / beta)**: 8.29 / 8.30 eV

Each line ends with the Mulliken charge.
Atoms and positions in Å:
1 Cl 2.503 1.476 0.071  -0.16
2 N 3.027 -2.193 0.083  -0.26
3 N 2.383 -1.233 0.003  0.28
4 C 0.166 0.069 -0.081  -0.94
5 C 1.581 0.166 -0.535  0.16
6 H 0.051 0.003 1.003  0.31
7 H -0.345 0.974 -0.417  0.33
8 H -0.313 -0.792 -0.542  0.28

*B*
# C2H3ClN2

An isolated molecule of C2H3ClN2 (wB97M-V/def2-TZVPD, the Open Molecules 2025 dataset).

Computed properties:
**LUMO**: -0.4 eV
**SMILES**: CN(Cl)C#N
**Net charge**: 0
**Kohn-Sham gap**: 9.70 eV

Each line ends with the Mulliken charge.
Atoms and positions in Å:
1 Cl 1.424 1.497 0.726  -0.07
2 N 0.494 -0.019 0.470  -0.18
3 N 1.530 -1.909 -0.617  -0.37
4 C 1.117 -0.974 -0.142  0.41
5 C -0.871 0.319 -0.059  -0.72
6 H -1.573 -0.421 0.275  0.33
7 H -1.245 1.278 0.470  0.27
8 H -0.875 0.229 -1.123  0.33

Relative energy of each structure, in kJ/mol: *A* 72.4; *B* 0.0.

*A*
# C2H3ClN2

An isolated molecule of C2H3ClN2 (wB97M-V/def2-TZVPD, the Open Molecules 2025 dataset).

Computed properties:
**LUMO**: 0.3 eV
**SMILES**: CC1=NN1Cl
**Net charge**: 0
**Kohn-Sham gap**: 10.05 eV

Each line ends with the Mulliken charge.
Atoms and positions in Å:
1 Cl -3.588 0.064 0.839  -0.18
2 N -2.145 -0.027 -1.558  -0.38
3 N -2.704 -0.860 -0.449  -0.19
4 C -0.322 -0.198 0.334  -0.82
5 C -1.399 -0.401 -0.569  0.68
6 H -0.252 0.937 0.476  0.28
7 H -0.546 -0.766 1.244  0.29
8 H 0.568 -0.643 -0.132  0.31

*B*
# C2H3ClN2

A 2-piece molecular cluster, C2H3ClN2 overall (wB97M-V/def2-TZVPD, the Open Molecules 2025 dataset).

Computed properties:
**LUMO**: -0.1 eV
**Net charge**: 0
**Kohn-Sham gap**: 8.41 eV

Each line ends with the Mulliken charge.
Atoms and positions in Å:
1 Cl -1.011 1.863 0.150  -0.10
2 N -1.527 -1.162 0.161  0.27
3 N -2.383 -1.857 0.074  -0.32
4 C 1.035 0.202 -0.023  -0.88
5 C -0.293 0.536 -0.597  0.13
6 H 1.291 -0.827 -0.273  0.27
7 H 1.743 0.859 -0.539  0.33
8 H 1.146 0.386 1.047  0.31

Relative energy of each structure, in kJ/mol: *A* 119.9; *B* 0.0.

*A*
# C3H8NO

An isolated ion of composition C3H8NO and charge -1 (wB97M-V/def2-TZVPD, the Open Molecules 2025 dataset).

Computed properties:
**LUMO**: 4.4 eV
**SMILES**: NCCC[O-]
**Net charge**: -1
**Kohn-Sham gap**: 6.61 eV

Each line ends with the Mulliken charge.
Atoms and positions in Å:
1 O -2.059 1.826 -0.148  -0.90
2 N 1.497 -1.485 0.664  -0.78
3 C -1.067 1.108 -0.734  -0.47
4 C -0.570 -0.062 0.133  -0.23
5 C 0.905 -0.049 0.303  -0.58
6 H 1.177 0.583 1.128  0.36
7 H 1.547 0.186 -0.592  0.36
8 H -0.259 1.817 -0.977  0.17
9 H -1.050 0.340 1.013  0.11
10 H -1.293 0.609 -1.787  0.08
11 H 1.252 -1.961 -0.178  0.26
12 H -0.951 -1.058 -0.201  0.34
13 H 0.873 -1.854 1.376  0.28

*B*
# C3H8NO

A 2-piece molecular cluster, C3H8NO overall (wB97M-V/def2-TZVPD, the Open Molecules 2025 dataset).

Computed properties:
**LUMO**: 4.1 eV
**Net charge**: -1
**Kohn-Sham gap**: 6.37 eV

Each line ends with the Mulliken charge.
Atoms and positions in Å:
1 O -0.725 -1.622 0.778  -0.83
2 N 0.199 1.457 -1.154  -0.47
3 C -0.744 2.526 -0.592  -0.55
4 C 0.615 0.458 -0.378  -0.25
5 C 0.260 -2.606 0.538  -0.59
6 H -0.824 2.217 0.517  0.24
7 H -1.762 2.455 -1.080  0.19
8 H -0.315 3.541 -0.620  0.23
9 H 1.727 0.435 -0.378  0.22
10 H 0.181 -3.176 -0.473  0.13
11 H 1.214 -2.257 0.885  0.21
12 H 0.041 0.085 0.487  0.32
13 H 0.133 -3.513 1.470  0.15

*C*
# C3H8NO

An isolated ion of composition C3H8NO and charge -1 (wB97M-V/def2-TZVPD, the Open Molecules 2025 dataset).

Computed properties:
**LUMO**: 4.5 eV
**SMILES**: C[C@@H](N)C[O-]
**Net charge**: -1
**Kohn-Sham gap**: 6.83 eV

Each line ends with the Mulliken charge.
Atoms and positions in Å:
1 O 0.615 -2.072 0.849  -0.87
2 N -0.987 0.187 1.226  -0.80
3 C 0.642 -1.148 -0.120  -0.61
4 C 0.160 0.260 0.334  0.41
5 C -0.135 1.148 -0.873  -1.33
6 H -1.657 -0.459 0.805  0.30
7 H 0.018 -1.411 -1.029  0.16
8 H 1.664 -0.938 -0.562  0.19
9 H -1.131 0.917 -1.249  0.32
10 H 0.602 0.929 -1.658  0.33
11 H -0.126 2.219 -0.646  0.32
12 H -0.658 -0.338 2.033  0.31
13 H 0.993 0.706 0.889  0.26

*D*
# C3H8NO

A 2-piece molecular cluster, C3H8NO overall (wB97M-V/def2-TZVPD, the Open Molecules 2025 dataset).

Computed properties:
**LUMO**: 4.6 eV
**Net charge**: -1
**Kohn-Sham gap**: 6.93 eV

Each line ends with the Mulliken charge.
Atoms and positions in Å:
1 O 1.392 0.311 -0.962  -0.84
2 N -1.917 -0.494 0.410  -0.56
3 C -1.840 0.516 -0.645  -0.59
4 C -0.812 -1.037 0.707  -0.12
5 C 2.164 0.301 0.144  -0.64
6 H 2.846 1.186 0.177  0.23
7 H -0.814 -1.822 1.463  0.29
8 H 2.873 -0.583 0.158  0.16
9 H 1.639 0.150 1.127  0.16
10 H -2.684 0.357 -1.321  0.24
11 H -0.880 0.500 -1.154  0.34
12 H -2.025 1.477 -0.160  0.16
13 H 0.058 -0.861 0.054  0.17

Relative energy of each structure, in kJ/mol: *A* 99.2; *B* 329.7; *C* 0.0; *D* 118.4.

*A*
# C3H8NO

A 2-piece molecular cluster, C3H8NO overall (wB97M-V/def2-TZVPD, the Open Molecules 2025 dataset).

Computed properties:
**LUMO**: 3.7 eV
**Net charge**: -1
**Kohn-Sham gap**: 5.75 eV

Each line ends with the Mulliken charge.
Atoms and positions in Å:
1 O 0.425 -1.245 0.270  -0.74
2 N -1.032 2.225 -0.581  -0.44
3 C 0.942 -2.477 0.511  -0.69
4 C 0.037 1.354 -1.104  -0.67
5 C -1.515 1.950 0.542  -0.17
6 H 0.264 -3.121 1.142  0.15
7 H 0.516 1.896 -1.922  0.29
8 H -2.219 1.102 0.662  0.23
9 H 1.348 -3.009 -0.373  0.18
10 H 1.789 -2.376 1.254  0.14
11 H -1.096 2.356 1.480  0.22
12 H -0.247 0.360 -1.478  0.26
13 H 0.790 0.985 -0.402  0.25

*B*
# C3H8NO

A 2-piece molecular cluster, C3H8NO overall (wB97M-V/def2-TZVPD, the Open Molecules 2025 dataset).

Computed properties:
**LUMO**: 4.5 eV
**Net charge**: -1
**Kohn-Sham gap**: 6.89 eV

Each line ends with the Mulliken charge.
Atoms and positions in Å:
1 O 1.596 -0.356 -0.527  -0.86
2 N -1.979 0.143 0.261  -0.57
3 C -1.082 1.011 0.059  0.13
4 C -1.533 -1.258 0.137  -0.60
5 C 2.480 0.537 -0.005  -0.72
6 H -0.502 -1.380 -0.188  0.34
7 H 2.430 1.508 -0.560  0.17
8 H 3.541 0.190 -0.044  0.21
9 H -0.009 0.753 -0.126  0.04
10 H 2.403 0.722 1.101  0.17
11 H -1.232 2.096 0.152  0.26
12 H -2.255 -1.781 -0.497  0.23
13 H -1.694 -1.687 1.136  0.19

*C*
# C3H8NO

A 2-piece molecular cluster, C3H8NO overall (wB97M-V/def2-TZVPD, the Open Molecules 2025 dataset).

Computed properties:
**LUMO**: 4.5 eV
**Net charge**: -1
**Kohn-Sham gap**: 6.60 eV

Each line ends with the Mulliken charge.
Atoms and positions in Å:
1 O -0.289 0.167 1.719  -0.63
2 N -1.393 -0.253 -0.560  -0.63
3 C -0.561 -0.786 -1.455  0.05
4 C 0.729 -1.211 -1.297  -1.06
5 C 0.554 1.267 1.671  -0.58
6 H -2.313 -0.006 -0.881  0.06
7 H 1.340 -1.224 -0.407  0.25
8 H 1.220 1.223 2.545  0.21
9 H 1.227 -1.702 -2.131  0.22
10 H 1.145 1.310 0.742  0.22
11 H 0.019 2.241 1.712  0.19
12 H -0.980 -1.009 -2.449  0.25
13 H -0.698 -0.016 0.789  0.44

Relative energy of each structure, in kJ/mol: *A* 336.9; *B* 78.8; *C* 0.0.